Formula: C41H41FFeO2P2
Source: the Open Molecules 2025 dataset
Level of theory: ωB97M-V/def2-TZVPD

Atoms and positions in Å:
Fe1 -1.22874 0.91398 1.15574
C1 -2.28230 3.18700 0.39762
C2 -2.63508 2.86997 1.73885
C3 -1.46523 3.03457 2.54048
C4 -0.41284 3.49116 1.70307
C5 -0.92039 3.60267 0.38495
C6 -0.21926 4.12433 -0.82020
C7 0.94265 3.86636 2.19487
C8 -1.39348 2.86978 4.01906
C9 -3.98310 2.51619 2.27044
C10 -3.17291 3.21033 -0.79782
H1 -0.84096 4.85771 -1.33466
H2 -0.01830 3.31752 -1.52531
H3 0.72491 4.59834 -0.56536
H4 1.48402 2.97685 2.51823
H5 0.86407 4.53296 3.05286
H6 1.52656 4.36703 1.42784
H7 -1.66355 3.79488 4.53234
H8 -0.38431 2.60676 4.32475
H9 -2.08420 2.09647 4.34500
H10 -4.75674 2.66571 1.52378
H11 -4.22677 3.12125 3.14237
H12 -3.99224 1.46880 2.57984
H13 -3.20675 4.20712 -1.24007
H14 -4.18643 2.91554 -0.54333
H15 -2.79081 2.52847 -1.55753
O1 0.89484 0.24429 1.33245
P1 1.76924 -0.67419 0.54834
C11 0.75565 -1.85235 -0.45137
P2 -0.39004 -1.00658 -1.63532
O2 -1.09365 0.12877 -0.97428
C12 0.52292 -0.40783 -3.08641
C13 0.41420 0.95397 -3.33984
C14 1.06578 1.52199 -4.41760
C15 1.81419 0.71908 -5.26295
C16 1.89868 -0.64740 -5.03347
C17 1.25721 -1.21575 -3.94553
C18 -1.55394 -2.29848 -2.14630
C19 -2.89131 -1.95891 -2.30922
C20 -3.80698 -2.92333 -2.69236
C21 -3.38555 -4.22270 -2.92743
C22 -2.04923 -4.55919 -2.77750
C23 -1.13331 -3.60043 -2.38412
C24 2.84376 0.25865 -0.57136
C25 3.72668 -0.34203 -1.46187
C26 4.52185 0.45048 -2.27097
C27 4.44314 1.83326 -2.18663
C28 3.55515 2.43212 -1.30640
C29 2.75462 1.64335 -0.50040
C30 2.72191 -1.73140 1.67679
C31 4.10468 -1.67482 1.76905
C32 4.76386 -2.45108 2.70932
C33 4.04550 -3.28263 3.55296
C34 2.66292 -3.34073 3.46009
C35 1.99996 -2.56183 2.52855
H16 0.09919 -2.35650 0.26653
H17 1.39717 -2.58067 -0.94240
H18 -0.18824 1.54162 -2.66391
H19 0.98433 2.58382 -4.59727
H20 2.32765 1.15681 -6.10588
H21 2.46595 -1.27029 -5.71076
H22 1.33428 -2.28104 -3.77395
H23 -3.19734 -0.93935 -2.12321
H24 -4.84779 -2.66435 -2.81398
H25 -4.10032 -4.97599 -3.22284
H26 -1.72267 -5.57000 -2.97175
H27 -0.09392 -3.86591 -2.25366
H28 3.79709 -1.42015 -1.52118
H29 5.21264 -0.00863 -2.96418
H30 5.08056 2.44658 -2.80505
H31 3.49321 3.50855 -1.24206
H32 2.04635 2.07324 0.19295
H33 4.65845 -1.01951 1.11290
H34 5.84002 -2.40926 2.78381
H35 4.55872 -3.87053 4.30023
H36 2.10232 -3.99566 4.11025
H37 0.92001 -2.57941 2.46610
F1 -3.07575 -4.52350 3.42648
C36 -2.78383 -3.27916 2.99475
C37 -1.92667 -2.49546 3.74719
C38 -1.63808 -1.21418 3.30080
C39 -2.21505 -0.72031 2.13613
C40 -3.06358 -1.53577 1.39727
C41 -3.35185 -2.82526 1.81754
H38 -1.51803 -2.87515 4.67038
H39 -0.96413 -0.59124 3.87636
H40 -3.51977 -1.16078 0.48976
H41 -4.02141 -3.45856 1.25864

Multiplicity: 6
Max |F|, eV Å⁻¹: 2.17
E_tot, eV: -102956.5669
Kohn-Sham gap (spin up / spin down), eV: 7.902 / 6.582
Expectation value of S²: 8.770
Total charge: +1

These are the natural (NBO) partial charges, in e, on atoms 1 to 5: atom 1 (Fe): 1.6460, atom 2 (C): 0.0193, atom 3 (C): -0.1615, atom 4 (C): -0.0109, atom 5 (C): -0.0463